(1)
A molecular structure, C50H45Br2N8O4RbS2Se2, computed with the ωB97M-V functional and the def2-TZVPD basis.

The geometry in ORCA input format:
```
! wB97M-V def2-TZVPD RIJCOSX def2/J DEFGRID3
* xyz -2 1
Rb -0.17 0.00 -0.44
C 4.85 1.18 -1.37
C 3.65 0.55 -0.71
N 2.55 1.17 -0.51
N 2.40 2.40 -1.07
C 1.58 3.20 -0.38
N 1.14 4.30 -1.10
S 1.12 3.07 1.25
C 3.70 -0.87 -0.33
C 4.81 -1.66 -0.69
C 4.82 -3.02 -0.42
C 3.72 -3.58 0.21
C 2.68 -2.73 0.56
N 2.66 -1.42 0.32
H 4.70 2.26 -1.40
H 4.97 0.83 -2.40
H 5.77 0.95 -0.83
H 1.01 4.09 -2.08
H 0.35 4.74 -0.67
H 5.64 -1.21 -1.22
H 5.66 -3.63 -0.72
H 3.66 -4.64 0.43
H 1.81 -3.13 1.07
O -7.24 3.96 0.21
C -6.65 3.74 -0.87
O -6.97 4.03 -2.04
C -5.27 3.04 -0.72
C -4.49 2.74 -1.83
C -3.27 2.09 -1.64
N -2.82 1.73 -0.44
C -3.55 2.03 0.63
C -4.78 2.69 0.53
C -3.00 1.62 1.96
C -3.78 1.61 3.11
C -3.20 1.27 4.32
C -1.85 0.93 4.35
C -1.16 0.95 3.15
N -1.71 1.27 1.99
C -2.41 1.71 -2.80
C -2.98 1.25 -3.99
C -2.14 0.83 -5.01
C -0.77 0.91 -4.83
C -0.29 1.39 -3.62
N -1.09 1.79 -2.63
H -4.84 3.02 -2.81
H -5.38 2.96 1.38
H -4.83 1.87 3.07
H -3.79 1.26 5.23
H -1.35 0.66 5.27
H -0.10 0.69 3.11
H -4.05 1.17 -4.08
H -2.55 0.43 -5.92
H -0.08 0.56 -5.58
H 0.77 1.44 -3.41
C -4.30 -1.15 -0.62
C -3.79 -1.80 -1.87
C -4.67 -2.49 -2.73
C -4.18 -3.14 -3.83
C -2.79 -3.11 -4.10
C -2.17 -3.77 -5.19
Br -3.21 -4.80 -6.42
C -0.82 -3.68 -5.38
C -0.03 -2.94 -4.51
Br 1.84 -2.84 -4.84
C -0.52 -2.24 -3.38
O 0.17 -1.56 -2.60
C -1.98 -2.37 -3.21
N -2.50 -1.74 -2.13
H -4.92 -1.85 -0.05
H -4.91 -0.28 -0.85
H -3.46 -0.82 -0.01
H -5.73 -2.51 -2.51
H -4.84 -3.68 -4.50
H -0.35 -4.19 -6.22
C 1.79 -1.46 5.85
Se 2.23 -2.33 4.17
C 4.07 -1.69 4.04
C 4.23 -0.20 4.28
Se 3.07 0.85 3.09
C 3.97 2.53 3.44
H 2.52 -1.71 6.62
H 0.81 -1.82 6.16
H 1.74 -0.38 5.71
H 4.38 -1.96 3.03
H 4.68 -2.26 4.74
H 5.26 0.08 4.07
H 4.02 0.05 5.32
H 4.07 2.69 4.52
H 3.34 3.30 3.00
H 4.95 2.55 2.96
O -1.08 -1.76 1.25
S -0.73 -2.88 2.15
C -1.24 -4.36 1.26
C -1.21 -5.62 1.85
C -1.53 -6.73 1.08
C -1.87 -6.57 -0.26
C -1.88 -5.31 -0.84
C -1.56 -4.19 -0.07
C -1.98 -2.89 3.44
C -3.17 -2.23 3.22
C -4.12 -2.21 4.23
C -3.87 -2.83 5.44
C -2.65 -3.47 5.66
C -1.70 -3.50 4.66
H -0.93 -5.74 2.89
H -1.51 -7.72 1.52
H -2.11 -7.44 -0.86
H -2.13 -5.18 -1.88
H -1.55 -3.20 -0.51
H -3.33 -1.72 2.28
H -5.06 -1.68 4.07
H -4.61 -2.80 6.23
H -2.45 -3.94 6.62
H -0.73 -3.96 4.82
*
```

Its electronic energy is -365799.0043 eV. The HOMO energy is -2.4 eV. As for the orbital gap: 5.52 eV. As for the energy above the lowest of the compared OMol25 structures with the same formula, charge and spin: 0.202 eV. As for the max |F|: 0.014 hartree/bohr.

Löwdin atomic charge list, values in e, 2 entries: atom 1 (Rb): 0.733, atom 2 (C): -0.053

---

(2)
A molecular structure, C50H45ClN11O2S2Zr at a distorted geometry, computed with the ωB97M-V functional and the def2-TZVPD basis.

The geometry in ORCA input format:
```
! wB97M-V def2-TZVPD RIJCOSX def2/J DEFGRID3
* xyz 3 1
Zr 0.00 0.17 -0.05
Cl -5.40 -2.50 -3.65
C -4.27 -2.09 -2.42
C -4.72 -1.60 -1.19
C -3.83 -1.24 -0.20
C -2.47 -1.34 -0.43
O -1.59 -0.89 0.50
C -2.01 -1.90 -1.62
C -0.63 -2.31 -1.76
N 0.31 -1.92 -0.97
C 1.57 -2.58 -0.99
C 1.80 -3.82 -1.50
C 3.09 -4.40 -1.43
C 4.10 -3.74 -0.81
C 3.87 -2.47 -0.23
C 4.86 -1.76 0.49
C 4.53 -0.56 1.07
C 3.24 -0.06 0.92
N 2.29 -0.67 0.23
C 2.60 -1.89 -0.32
C -2.92 -2.28 -2.62
H -5.79 -1.51 -1.02
H -4.19 -0.87 0.75
H -0.41 -3.01 -2.56
H 0.99 -4.40 -1.94
H 3.25 -5.38 -1.85
H 5.09 -4.18 -0.73
H 5.85 -2.18 0.59
H 5.26 0.00 1.65
H 2.97 0.89 1.36
H -2.57 -2.73 -3.54
C 1.13 5.14 1.94
N 1.46 3.88 2.62
C 2.45 3.72 3.58
C 2.41 2.44 3.97
N 1.40 1.82 3.24
C 0.82 2.73 2.42
S -0.51 2.50 1.38
C 0.92 0.50 3.48
C 0.90 0.04 4.78
C 0.53 -1.27 5.02
C 0.19 -2.07 3.94
C 0.22 -1.51 2.68
N 0.56 -0.23 2.43
H 1.96 5.83 2.08
H 0.22 5.57 2.37
H 0.98 4.94 0.88
H 3.08 4.53 3.89
H 3.02 1.90 4.68
H 1.17 0.70 5.59
H 0.50 -1.65 6.03
H -0.10 -3.10 4.07
H -0.04 -2.11 1.82
C -6.82 5.60 -11.06
O -5.75 4.65 -11.05
C -5.22 4.31 -9.87
C -4.17 3.38 -9.93
C -3.57 2.95 -8.77
C -3.98 3.44 -7.53
C -5.02 4.37 -7.48
C -5.64 4.81 -8.64
C -3.32 2.96 -6.32
N -2.16 2.34 -6.28
C -1.96 2.07 -4.96
C -3.00 2.52 -4.18
N -3.87 3.09 -5.07
C -3.04 2.34 -2.76
C -4.09 2.74 -1.92
C -4.02 2.44 -0.58
C -2.91 1.77 -0.09
N -1.87 1.43 -0.84
C -1.95 1.68 -2.18
C -0.86 1.19 -2.98
N 0.11 0.51 -2.35
C 1.10 0.00 -3.08
C 1.20 0.16 -4.46
C 0.21 0.86 -5.12
C -0.86 1.38 -4.37
H -7.09 5.73 -12.10
H -6.49 6.55 -10.64
H -7.68 5.22 -10.50
H -3.86 3.01 -10.90
H -2.76 2.23 -8.81
H -5.34 4.80 -6.54
H -6.43 5.54 -8.58
H -4.77 3.50 -4.88
H -4.95 3.26 -2.32
H -4.82 2.71 0.09
H -2.86 1.50 0.96
H 1.86 -0.56 -2.55
H 2.02 -0.28 -5.00
H 0.21 1.00 -6.19
C 5.38 2.22 -4.17
C 5.02 1.29 -3.02
N 3.76 1.65 -2.35
C 3.52 2.25 -1.19
S 1.89 2.45 -0.61
N 4.50 2.73 -0.42
C 5.87 3.17 -0.76
C 6.20 4.43 0.02
H 6.30 1.89 -4.64
H 5.50 3.25 -3.84
H 4.60 2.21 -4.93
H 5.81 1.23 -2.27
H 4.88 0.27 -3.39
H 2.93 1.53 -2.90
H 4.13 3.11 0.44
H 5.92 3.37 -1.83
H 6.58 2.38 -0.52
H 5.48 5.22 -0.19
H 7.19 4.79 -0.25
H 6.21 4.24 1.10
*
```

Its electronic energy is -108526.3066 eV. The HOMO energy is -13.1 eV. As for the orbital gap: 5.03 eV. As for the energy above the lowest of the compared OMol25 structures with the same formula, charge and spin: 0.246 eV. As for the max |F|: 0.029 hartree/bohr.

Löwdin atomic charge list, values in e, 2 entries: atom 1 (Zr): 1.681, atom 2 (Cl): 0.749